*A*
Below is 2 unconnected molecules or ions with the total composition CH5N3O, with properties calculated with wB97M-V/def2-TZVPD.

## Properties
- 2S+1: 1
- Frontier orbital gap: 8.6 eV
- LUMO energy: 0.332 eV
- E_HOMO: -8.250 eV

Element x y z (Å)
N 0.251 -0.884 -0.457
H -0.369 3.398 0.685
H 0.590 2.251 -0.397
C -0.281 2.322 0.336
H -0.576 -2.666 0.402
N 0.232 -2.067 0.334
H -0.571 -0.372 -0.031
N 1.026 -0.718 -1.314
O -1.172 1.518 0.385
H 0.869 -2.781 0.057

These are the Löwdin partial charges, in e, on atoms 1 to 2: atom 1 (N): -0.313, atom 2 (H): 0.090


*B*
Below is a single CH5N3O molecule, with properties calculated with wB97M-V/def2-TZVPD.

## Properties
- 2S+1: 1
- Frontier orbital gap: 10.0 eV
- LUMO energy: 0.542 eV
- E_HOMO: -9.496 eV

Element x y z (Å)
H 1.370 -1.768 1.193
O -0.353 1.753 0.071
H -0.557 0.585 -1.264
N 0.753 -1.710 0.463
H 0.278 0.852 1.761
H -0.291 -0.990 -2.014
N 0.578 0.699 0.752
C 0.134 -0.571 0.173
H -1.234 1.549 -0.155
N -0.677 -0.401 -0.980

These are the Löwdin partial charges, in e, on atoms 1 to 2: atom 1 (H): -0.016, atom 2 (O): -0.142


Least stable of them? *A*.


*A*
Below is 6 unconnected molecules or ions with the total composition H11O6, with properties calculated with wB97M-V/def2-TZVPD.

## Properties
- 2S+1: 1
- Frontier orbital gap: 8.2 eV
- LUMO energy: 3.481 eV
- E_HOMO: -4.721 eV
- Charge: -1

Element x y z (Å)
O 3.843 2.458 -2.793
O -0.479 -1.628 -0.913
O -0.178 0.483 0.506
H -0.489 0.097 1.336
O -3.378 1.601 0.556
H 3.541 1.784 -2.178
H 1.665 -0.179 0.959
O -2.678 -2.478 0.881
H 2.286 -0.485 2.344
H -1.784 -2.437 0.496
H -3.007 1.064 -0.154
H 0.324 -2.024 -1.253
H -3.174 -2.269 0.075
H -2.692 1.518 1.229
H 4.021 3.264 -2.304
O 2.450 -0.015 1.526
H -0.271 -0.754 -0.313

These are the Löwdin partial charges, in e, on atoms 1 to 2: atom 1 (O): -0.064, atom 2 (O): -0.205


*B*
Below is 6 unconnected molecules or ions with the total composition H11O6, with properties calculated with wB97M-V/def2-TZVPD.

## Properties
- 2S+1: 1
- Frontier orbital gap: 8.7 eV
- LUMO energy: 3.748 eV
- E_HOMO: -5.001 eV
- Charge: -1

Element x y z (Å)
H 0.076 1.857 2.876
H -0.592 2.754 1.841
H 2.207 0.129 0.867
H 0.817 0.432 -2.412
H -2.308 0.096 -0.057
H 0.841 -0.395 1.561
O -3.149 -0.085 -0.540
H -0.775 -1.510 1.395
O 0.774 -1.585 -1.486
O 1.846 -0.212 1.712
H 0.363 -1.244 -0.640
O 1.540 0.908 -2.899
H 1.391 0.564 -3.770
H -2.850 -0.959 -0.856
O -0.472 -0.777 0.825
H 0.950 -2.483 -1.200
O -0.658 2.509 2.784

These are the Löwdin partial charges, in e, on atoms 1 to 2: atom 1 (H): 0.037, atom 2 (H): 0.037


Least stable of them? *A*.


*A*
Below is a single C4H6O4 molecule, with properties calculated with wB97M-V/def2-TZVPD.

## Properties
- 2S+1: 1
- Frontier orbital gap: 10.9 eV
- LUMO energy: 0.478 eV
- E_HOMO: -10.429 eV

Element x y z (Å)
H -0.310 2.088 -0.028
H 1.465 1.276 1.175
O 0.990 0.731 -1.063
H -1.219 -1.613 0.066
H 1.668 -1.251 -1.524
H 2.375 -0.577 0.087
O 0.508 -1.037 0.229
C -0.434 0.048 0.661
C -1.799 0.056 -0.202
O -2.692 0.887 -0.494
C 0.516 1.273 0.264
H -0.594 -0.011 1.834
O -2.029 -1.267 -0.434
C 1.556 -0.604 -0.572

These are the Löwdin partial charges, in e, on atoms 1 to 2: atom 1 (H): 0.165, atom 2 (H): 0.203


*B*
Below is 2 unconnected molecules or ions with the total composition C4H6O4, with properties calculated with wB97M-V/def2-TZVPD.

## Properties
- 2S+1: 1
- Frontier orbital gap: 10.5 eV
- LUMO energy: 0.543 eV
- E_HOMO: -9.976 eV

Element x y z (Å)
H -0.672 -0.568 -1.976
C -0.661 -1.720 -0.204
H 0.386 -1.979 -0.250
O -0.842 1.279 0.231
O -0.050 0.210 2.085
H 2.660 2.140 -0.216
C -1.253 -1.044 -1.195
O 1.802 2.024 0.227
H -1.252 -2.207 0.560
H -1.553 1.625 0.795
H -2.323 -0.889 -1.233
O 2.191 -0.157 -0.056
C 1.477 0.735 0.291
C 0.090 0.552 0.942

These are the Löwdin partial charges, in e, on atoms 1 to 2: atom 1 (H): 0.061, atom 2 (C): -0.084


Least stable of them? *A*.


*A*
Below is 2 unconnected molecules or ions with the total composition C2H6O2S, with properties calculated with wB97M-V/def2-TZVPD.

## Properties
- 2S+1: 1
- Frontier orbital gap (spin up / spin down): 7.8 / 7.6 eV
- LUMO energy (spin up / spin down): -1.836 / -2.020 eV
- E_HOMO (spin up / spin down): -9.597 / -9.606 eV

Element x y z (Å)
S 1.980 0.402 0.207
H -0.011 1.540 -0.487
H -0.214 0.817 1.137
H 2.134 0.658 1.597
H -1.622 -0.414 -0.544
H -0.179 -0.732 -1.506
H -0.345 -1.454 0.095
C -0.545 -0.564 -0.497
O 2.962 -1.967 -0.031
C 0.122 0.644 0.117
O 2.593 1.539 -0.442

These are the Löwdin partial charges, in e, on atoms 1 to 2: atom 1 (S): 0.881, atom 2 (H): 0.087


*B*
Below is a molecular structure, C2H6O2S, with properties calculated with wB97M-V/def2-TZVPD.

## Properties
- 2S+1: 1
- Frontier orbital gap: 8.8 eV
- LUMO energy: -0.476 eV
- E_HOMO: -9.251 eV

Element x y z (Å)
C -1.543 1.124 0.558
O -0.162 0.842 0.587
H -1.779 1.840 -0.333
S 0.330 -0.592 -0.140
C 2.447 -1.383 -0.710
H -1.778 1.567 1.548
O -0.510 -0.743 -1.316
H 2.354 -0.721 -1.572
H -0.203 -1.379 0.986
H -2.035 0.269 0.227
H 2.881 -0.824 0.166

These are the Löwdin partial charges, in e, on atoms 1 to 2: atom 1 (C): -0.154, atom 2 (O): -0.442


Least stable of them? *A*.


*A*
Below is a single C4H6FNO molecule, with properties calculated with wB97M-V/def2-TZVPD.

## Properties
- 2S+1: 1
- Frontier orbital gap: 10.1 eV
- LUMO energy: 0.441 eV
- E_HOMO: -9.642 eV

Element x y z (Å)
O -0.908 0.085 -0.010
H -2.726 -0.736 -0.586
C 1.621 1.266 -0.120
C 0.828 -1.125 -0.024
C -2.265 0.023 0.124
H -2.584 1.022 -0.252
C 1.767 -0.003 0.048
H -2.678 -0.202 1.285
F 3.005 -0.652 0.119
H 2.543 1.879 0.100
H 0.595 1.801 -0.315
N -0.425 -1.218 -0.177
H 1.228 -2.140 -0.191

These are the Löwdin partial charges, in e, on atoms 1 to 2: atom 1 (O): -0.245, atom 2 (H): 0.091


*B*
Below is a single C4H6FNO molecule, with properties calculated with wB97M-V/def2-TZVPD.

## Properties
- 2S+1: 1
- Frontier orbital gap: 11.2 eV
- LUMO energy: 0.818 eV
- E_HOMO: -10.405 eV

Element x y z (Å)
C -1.719 1.244 1.859
H -1.210 -0.430 -0.926
H 1.463 -1.580 1.114
H -0.217 1.093 -0.647
H 1.070 -1.218 -0.576
O -0.199 -0.355 0.809
C -2.108 1.039 0.480
N -1.428 1.278 2.984
H 1.876 -0.121 0.567
C -0.899 0.317 -0.144
H -2.253 1.893 -0.117
C 1.070 -0.836 0.496
F -3.241 0.287 0.550

These are the Löwdin partial charges, in e, on atoms 1 to 2: atom 1 (C): -0.148, atom 2 (H): 0.150


Least stable of them? *A*.


*A*
Below is a single C4H6FNO molecule, with properties calculated with wB97M-V/def2-TZVPD.

## Properties
- 2S+1: 1
- Frontier orbital gap: 10.7 eV
- LUMO energy: 0.615 eV
- E_HOMO: -10.094 eV

Element x y z (Å)
N 1.772 1.284 0.596
H -1.159 -1.058 1.467
C 1.266 0.804 -0.437
H 1.149 -1.216 -1.090
C -0.795 -0.352 -0.628
H -2.585 -0.818 0.556
C -1.643 -0.430 0.630
O -1.354 -0.291 -1.679
H 1.247 1.182 -1.441
C 0.686 -0.602 -0.412
H 2.000 2.268 0.498
F 1.057 -1.284 0.757
H -1.640 0.513 1.184

These are the Löwdin partial charges, in e, on atoms 1 to 2: atom 1 (N): 0.139, atom 2 (H): 0.113


*B*
Below is a single C4H6FNO molecule, with properties calculated with wB97M-V/def2-TZVPD.

## Properties
- 2S+1: 1
- Frontier orbital gap: 10.8 eV
- LUMO energy: 0.813 eV
- E_HOMO: -10.010 eV

Element x y z (Å)
H 3.373 -0.427 -0.779
H -2.295 -0.054 -0.255
O -0.713 1.078 -0.022
H 1.880 -1.644 -0.931
C 0.122 -0.184 0.100
C -2.043 0.820 0.303
H -2.604 1.689 0.004
H -2.135 0.816 1.335
F 1.997 1.318 0.351
C 1.617 0.108 -0.015
H -1.342 -1.402 0.133
C 2.460 -0.828 -0.443
N -0.318 -1.289 0.219

These are the Löwdin partial charges, in e, on atoms 1 to 2: atom 1 (H): 0.061, atom 2 (H): 0.070


Least stable of them? *B*.


*A*
Below is 2 unconnected molecules or ions with the total composition H9NSi3, with properties calculated with wB97M-V/def2-TZVPD.

## Properties
- 2S+1: 1
- Frontier orbital gap: 7.5 eV
- LUMO energy: -0.969 eV
- E_HOMO: -8.476 eV

Element x y z (Å)
H -0.771 -2.560 -0.587
Si -1.691 -1.150 -0.271
Si -0.148 0.108 -1.400
H -1.580 -1.278 2.199
H 0.574 -0.328 -2.618
Si 2.060 1.652 0.214
N -1.188 -0.720 1.387
H -0.898 1.303 -1.790
H -0.191 -0.734 1.417
H 2.010 3.135 -0.212
H 3.388 1.056 0.336
H 1.440 1.181 1.552
H -3.005 -1.665 -0.225

These are the Löwdin partial charges, in e, on atoms 1 to 2: atom 1 (H): -0.067, atom 2 (Si): 0.313


*B*
Below is a single H9NSi3 molecule, with properties calculated with wB97M-V/def2-TZVPD.

## Properties
- 2S+1: 1
- Frontier orbital gap: 9.8 eV
- LUMO energy: 0.599 eV
- E_HOMO: -9.248 eV

Element x y z (Å)
H -0.822 -2.339 -1.539
Si -0.434 1.046 -1.281
H -1.810 1.617 -1.147
H 0.992 -0.455 2.111
Si -0.062 -1.192 -0.765
H -1.425 -1.279 1.937
H 1.392 -1.025 -1.255
H 0.589 -2.627 2.145
H 0.844 2.996 -0.595
H 0.830 1.722 0.537
N 0.337 2.192 -0.189
H -0.147 1.550 -2.612
Si 0.036 -1.318 1.582

These are the Löwdin partial charges, in e, on atoms 1 to 2: atom 1 (H): -0.085, atom 2 (Si): 0.278


Least stable of them? *A*.


*A*
Below is 2 unconnected molecules or ions with the total composition C3H3ClN3OS, with properties calculated with wB97M-V/def2-TZVPD.

## Properties
- 2S+1: 1
- Frontier orbital gap: 9.2 eV
- LUMO energy: -5.660 eV
- E_HOMO: -14.828 eV
- Charge: +1

Element x y z (Å)
N 1.502 0.150 -0.703
C 0.263 -0.386 -0.375
Cl -0.303 1.554 2.388
O -1.302 -2.532 2.038
N 1.481 1.129 -1.555
S 0.060 1.506 -2.119
N 0.030 -1.459 0.444
H 2.446 -0.079 -0.485
H -0.976 1.639 1.331
C -0.684 -1.964 1.271
C -0.749 0.394 -1.094
H -1.768 0.047 -1.141

These are the Löwdin partial charges, in e, on atoms 1 to 2: atom 1 (N): 0.053, atom 2 (C): -0.293


*B*
Below is 2 unconnected molecules or ions with the total composition C3H3ClN3OS, with properties calculated with wB97M-V/def2-TZVPD.

## Properties
- 2S+1: 1
- Frontier orbital gap (spin up / spin down): 7.0 / 6.0 eV
- LUMO energy (spin up / spin down): -6.757 / -7.591 eV
- E_HOMO (spin up / spin down): -13.765 / -13.607 eV
- Charge: +1

Element x y z (Å)
C 0.359 -1.927 0.118
S -3.379 0.518 -0.164
C -0.587 0.243 0.011
H 3.072 -0.062 -0.659
N -0.401 2.608 0.280
O 0.567 -3.036 0.135
C -1.963 -0.227 0.071
N -0.014 1.455 0.094
N 0.328 -0.724 0.009
Cl 3.040 1.152 0.092
H 1.073 1.368 0.044
H -2.095 -1.368 -0.031

These are the Löwdin partial charges, in e, on atoms 1 to 2: atom 1 (C): -0.240, atom 2 (S): 0.857


Least stable of them? *B*.